Entry from the Open Molecules 2025 dataset: a molecular structure, C28H32ClMnN6O2 in a non-equilibrium geometry (wB97M-V/def2-TZVPD).

The geometry in XYZ format:
```
70
C28H32ClMnN6O2, DFT wB97M-V/def2-TZVPD
Mn 2.9759 -0.0150 -0.2097
O 4.7189 0.6743 0.4975
C 4.8119 0.3184 -0.7320
N 4.7330 -0.9277 -1.1445
C 5.2022 -1.9694 -0.2386
C 4.2094 -2.3511 0.8255
C 4.4673 -3.4281 1.6603
C 3.5245 -3.8100 2.5944
C 2.3334 -3.0912 2.6771
C 2.1452 -2.0231 1.8393
N 3.0633 -1.6466 0.9209
C 4.3606 1.3472 -1.7358
C 5.0783 2.1014 -2.6320
C 4.3715 3.0225 -3.3955
C 2.9940 3.1405 -3.2303
C 2.3506 2.3333 -2.3158
N 3.0304 1.4481 -1.5783
H 6.1358 -1.6666 0.2452
H 5.4112 -2.8526 -0.8421
H 5.4045 -3.9592 1.5628
H 3.7034 -4.6565 3.2435
H 1.5639 -3.3634 3.3847
H 1.2346 -1.4429 1.8868
H 6.1482 1.9791 -2.7254
H 4.8894 3.6447 -4.1129
H 2.4260 3.8528 -3.8107
H 1.2813 2.3926 -2.1630
C -5.2231 1.4570 1.3899
C -3.8302 2.0912 1.2725
C -2.9812 1.6127 2.4555
C -3.9792 3.6194 1.4109
C -3.2258 1.7390 -0.1307
O -3.9511 2.4016 -1.1609
C -3.2174 0.2413 -0.5083
C -2.5858 -0.7810 0.4553
C -2.0912 -2.0166 -0.2577
C -0.8248 -2.5286 0.0153
C -0.3581 -3.6747 -0.6075
C -1.1618 -4.3268 -1.5318
Cl -0.5919 -5.7468 -2.3121
C -2.4278 -3.8318 -1.8226
C -2.8817 -2.6888 -1.1888
C -1.8271 2.3532 -0.4272
N -0.6400 1.5985 -0.0525
C -0.0827 0.5795 -0.6983
N 0.9994 0.1860 -0.0311
C 1.0751 1.0778 1.0199
N 0.1007 1.9427 1.0151
H -5.6393 1.6938 2.3688
H -5.1946 0.3700 1.3029
H -5.9244 1.8486 0.6487
H -3.4308 1.9970 3.3721
H -1.9667 2.0027 2.4112
H -2.9518 0.5278 2.5448
H -4.6526 3.8393 2.2390
H -4.3901 4.0772 0.5137
H -3.0253 4.0985 1.6424
H -4.8967 2.2867 -1.0220
H -2.7130 0.1844 -1.4790
H -4.2538 -0.0360 -0.6990
H -3.3261 -1.0788 1.2018
H -1.7521 -0.3470 1.0097
H -0.1919 -2.0287 0.7436
H 0.6208 -4.0737 -0.3766
H -3.0517 -4.3465 -2.5405
H -3.8741 -2.3223 -1.4205
H -1.7560 3.3368 0.0285
H -1.8126 2.4647 -1.5110
H -0.4766 0.1023 -1.5832
H 1.7964 1.0469 1.8285
```

Values from the calculation:
gap between HOMO and LUMO (alpha / beta)	0.175 / 0.189	hartree
strongest force on any atom	0.0791	Eh/bohr
multiplicity	5
total charge	+2
energy above the lowest of the compared OMol25 structures with the same formula, charge and spin	0.595	eV
E_LUMO (alpha / beta)	-8.66 / -8.28	eV